No. 1
Formula: C19H25N5OS
Source: the OMol25 dataset
Level of theory: wB97M-V/def2-TZVPD

As for the charge: 0. As for the SMILES: Cc1cccc(-n2nnnc2S[C@@H](C)C(=O)NCCC2=CCCCC2)c1. The electronic energy comes out at -1486.21073 a.u. The HOMO energy is -8.82 eV. The value obtained for the lowest unoccupied orbital energy is 0.01221 hartree. As for the energy above the lowest of the compared OMol25 structures with the same formula, charge and spin: 1.5091 eV. The strongest force on any atom is 1.78 eV/A.

Each line ends with the natural charge from an NBO analysis.
Element x y z (Å)
C1 2.99964 2.35850 -4.93532  -0.63
C2 1.81063 1.92831 -4.13473  0.02
C3 0.52696 2.30925 -4.51538  -0.20
C4 -0.57578 1.90975 -3.78379  -0.19
C5 -0.42690 1.11609 -2.65965  -0.25
C6 0.84983 0.72193 -2.28557  0.21
N1 1.07160 -0.07062 -1.15162  -0.23
N2 2.25834 -0.06775 -0.52133  -0.06
N3 2.18608 -0.85500 0.45984  -0.04
N4 0.99096 -1.41717 0.54290  -0.38
C7 0.27329 -0.93695 -0.45938  0.18
S1 -1.34396 -1.35728 -0.88043  0.31
C8 -1.74604 -2.82756 0.15220  -0.39
C9 -0.70404 -3.92557 0.05072  -0.63
C10 -2.09746 -2.40980 1.58714  0.66
O1 -3.24399 -2.48295 1.98086  -0.63
N5 -1.05707 -2.01469 2.33107  -0.64
C11 -1.25215 -1.44660 3.64532  -0.22
C12 -1.71279 0.01625 3.55874  -0.42
C13 -0.72663 0.91395 2.86371  0.02
C14 -1.01346 1.51718 1.71751  -0.20
C15 -0.12304 2.50686 1.02815  -0.44
C16 1.28486 2.54294 1.61888  -0.40
C17 1.21574 2.45753 3.13871  -0.39
C18 0.59794 1.12258 3.54610  -0.45
C19 1.96291 1.13021 -3.01279  -0.24
H1 2.92374 3.41150 -5.19805  0.22
H2 3.92077 2.19696 -4.38233  0.22
H3 3.05026 1.78708 -5.86213  0.23
H4 0.39533 2.92888 -5.39000  0.21
H5 -1.56464 2.22132 -4.08297  0.22
H6 -1.28830 0.82374 -2.08179  0.23
H7 -2.68228 -3.15209 -0.31374  0.26
H8 -0.56286 -4.21820 -0.98860  0.22
H9 -1.05168 -4.79102 0.61126  0.23
H10 0.25120 -3.60719 0.46040  0.24
H11 -0.15428 -1.86717 1.88284  0.44
H12 -0.31298 -1.52964 4.19391  0.20
H13 -2.02462 -2.03089 4.15211  0.22
H14 -2.66857 0.03750 3.03220  0.22
H15 -1.87567 0.38183 4.57595  0.21
H16 -1.97519 1.35418 1.24631  0.20
H17 -0.08057 2.29448 -0.04472  0.20
H18 -0.58734 3.49516 1.12785  0.21
H19 1.79010 3.45997 1.30909  0.21
H20 1.87383 1.70360 1.24578  0.20
H21 2.21507 2.55299 3.56709  0.21
H22 0.60032 3.27487 3.52134  0.19
H23 0.46610 1.08199 4.62992  0.21
H24 1.28046 0.31291 3.26639  0.21
H25 2.94236 0.81913 -2.68376  0.24

Atomic forces in eV per Å
0.01 -0.03 -0.05
-0.12 -0.03 0.12
-0.04 -0.02 0.05
0.04 0.02 -0.10
0.14 -0.14 0.19
0.00 0.53 -0.74
-0.73 -1.14 1.15
0.76 0.75 -0.48
0.86 -0.04 0.37
-0.81 -0.07 -0.30
0.48 0.15 -0.11
-0.54 -0.11 -0.18
0.19 0.22 -0.05
0.05 -0.10 -0.01
0.23 -0.18 -0.39
-0.46 0.02 0.13
0.30 0.03 0.24
-0.34 0.13 0.08
0.06 -0.15 -0.15
-0.15 -0.19 0.20
-0.06 0.15 -0.17
0.19 -0.02 0.00
-0.10 0.16 0.05
0.18 -0.20 -0.09
0.04 0.26 -0.05
-0.08 -0.04 -0.02
0.06 0.07 -0.03
0.09 0.02 -0.01
0.07 0.00 -0.07
-0.02 0.08 -0.09
-0.09 0.03 -0.02
-0.08 0.07 0.04
0.10 0.14 0.12
0.01 -0.02 -0.03
-0.02 -0.09 0.05
-0.05 -0.11 -0.02
-0.19 -0.14 0.02
-0.04 -0.04 0.03
0.17 0.05 0.06
-0.03 0.00 0.05
-0.05 0.03 0.05
-0.19 -0.10 0.08
-0.03 0.06 -0.01
0.01 0.02 -0.10
0.05 -0.03 -0.03
0.02 0.02 -0.02
-0.01 0.06 0.05
0.00 0.05 0.08
0.01 -0.08 0.04
0.05 -0.06 0.10
0.08 0.00 -0.02

=====

No. 2
Formula: C19H25NO4
Source: the OMol25 dataset
Level of theory: wB97M-V/def2-TZVPD

As for the charge: 0. The electronic energy comes out at -1094.02580 a.u. The HOMO energy is -8.64 eV. The value obtained for the lowest unoccupied orbital energy is 0.01665 hartree. As for the energy above the lowest of the compared OMol25 structures with the same formula, charge and spin: 20.3696 eV. The strongest force on any atom is 18.33 eV/A.

Each line ends with the natural charge from an NBO analysis.
Element x y z (Å)
O1 0.69729 3.28958 -1.07386  -0.58
C1 0.22623 2.34372 -0.63833  0.67
N1 -0.99582 2.51955 -0.10726  -0.63
C2 -1.87351 3.58897 -0.07121  -0.04
C3 -3.39628 3.35358 -0.29345  -0.40
C4 -2.82794 3.83102 1.20923  -0.38
H1 -2.93966 4.81390 1.65736  0.21
H2 -2.80165 3.21766 1.83851  0.15
H3 -4.00037 4.31132 -0.79851  0.23
H4 -3.82679 2.50300 -0.21929  0.19
H5 -1.46738 4.62722 -0.52501  0.24
H6 -1.63576 1.69477 0.25064  0.39
C5 0.70240 0.80795 -0.65729  0.16
C6 1.94017 0.84250 -0.93826  -0.20
C7 2.57402 -0.59783 -0.96745  -0.27
C8 3.94777 -0.48004 -0.26195  0.00
C9 5.04467 -1.41896 -0.87434  -0.21
C10 6.28087 -1.20524 -0.40864  -0.21
C11 6.75472 -0.12758 0.42817  -0.23
C12 5.63793 0.62268 1.15297  -0.15
C13 4.31284 0.46345 0.50911  -0.27
H7 3.47596 1.19960 1.17608  0.21
H8 5.91550 1.40896 1.85652  0.22
H9 7.60879 -0.10017 1.00547  0.21
H10 7.07785 -1.61518 -1.16083  0.20
H11 4.83941 -1.94991 -1.70611  0.20
C14 1.79927 -1.60070 0.17133  -0.41
C15 0.33159 -1.14233 -0.15250  0.45
O2 -0.47811 -2.12294 0.89838  -0.58
C16 -1.69915 -2.45526 0.51465  -0.02
C17 -2.70194 -1.13767 0.53907  -0.43
H12 -2.52886 -0.78197 1.41375  0.18
H13 -2.51162 -0.48987 -0.19372  0.17
C18 -4.19577 -1.82036 0.55101  -0.38
H14 -4.84177 -0.90465 0.82246  0.19
H15 -4.29082 -2.25505 1.37618  0.19
C19 -4.59600 -2.22837 -0.95832  -0.09
O3 -6.01401 -2.43133 -0.57612  -0.73
H16 -6.27654 -3.03405 -0.13652  0.44
H17 -4.53016 -1.37451 -1.47517  0.21
H18 -4.00280 -3.23946 -0.86307  0.21
H19 -1.89695 -2.74001 -0.34223  0.13
H20 -2.09689 -3.25711 1.17135  0.16
O4 -0.20155 -0.10056 0.02090  -0.47
H21 -0.01870 -1.57576 -1.23131  0.11
H22 2.23349 -2.52999 0.12884  0.24
H23 2.04131 -1.15026 1.22644  0.22
H24 2.70488 -1.23577 -1.77502  0.23
H25 2.49985 1.66350 -1.51269  0.29

Atomic forces in eV per Å
5.24 4.64 -3.21
-5.25 -5.04 2.10
-4.06 -5.00 2.74
-2.04 4.86 0.11
3.05 10.33 1.41
0.65 8.12 -12.28
-0.14 0.19 -0.83
0.35 -9.77 9.06
1.67 -3.13 1.13
-2.71 -5.82 -0.04
-0.89 -2.82 0.99
2.68 1.43 -1.01
-4.52 6.59 2.23
4.27 -4.65 -3.66
1.45 0.64 6.41
0.77 -5.83 -7.05
-2.69 5.02 4.78
4.25 0.62 -2.72
-7.10 0.61 3.02
2.05 -2.44 -5.05
0.77 6.36 8.57
2.04 -2.09 -2.59
-0.48 -0.32 -0.10
2.42 -0.07 0.13
-1.02 0.11 1.95
-0.72 -2.02 -2.34
-0.85 7.96 0.19
1.26 -18.24 -1.32
4.44 1.30 -1.23
-2.82 4.36 7.24
-2.68 -8.58 -0.93
0.99 2.89 5.68
0.51 2.34 -3.15
2.93 10.03 -7.55
0.44 -1.05 -0.88
-0.76 -5.55 6.06
-1.33 -6.09 9.89
4.39 13.08 -11.89
-4.21 -12.89 8.96
0.59 2.27 -2.80
-1.11 1.88 -2.34
-0.48 -3.38 -8.94
0.07 0.62 0.16
-0.48 12.76 0.51
1.13 0.28 1.82
-0.18 -2.52 -0.54
-0.39 -0.79 -1.87
-0.21 -0.22 -2.24
-1.31 -1.01 1.45

=====

No. 3
Formula: C19H26AsFeN2O
Source: the OMol25 dataset
Level of theory: wB97M-V/def2-TZVPD

The expectation value of S² is 6.014. As for the charge: +1. The electronic energy comes out at -4423.65005 a.u. The HOMO energy (alpha / beta) is -10.76 / -10.79 eV. The value obtained for the lowest unoccupied orbital energy (alpha / beta) is -0.07392 / -0.08330 hartree. As for the energy above the lowest of the compared OMol25 structures with the same formula, charge and spin: 0.0000 eV. Its spin multiplicity is 5. The strongest force on any atom is 0.13 eV/A.

Each line ends with the Mulliken spin population.
Element x y z (Å)
Fe1 0.38005 0.05128 -0.27171  3.87
C1 -1.74105 -3.42950 -1.99325  0.01
C2 -2.68258 -2.78323 -2.78156  0.00
C3 -2.71398 -1.40233 -2.81133  0.01
C4 -1.80301 -0.66896 -2.05296  0.04
N1 -0.89972 -1.31379 -1.28902  0.03
C5 -0.87138 -2.64723 -1.26277  0.00
C6 -1.75099 0.82185 -2.02505  -0.18
C7 -2.64417 1.57995 -2.78228  -0.01
C8 -2.58584 2.96342 -2.75170  0.02
C9 -1.63711 3.59503 -1.96117  -0.01
C10 -0.75340 2.83399 -1.20625  -0.14
C11 -0.77642 1.43762 -1.21291  0.26
H1 -1.68154 -4.50685 -1.94419  0.00
H2 -3.38811 -3.35367 -3.37115  0.00
H3 -3.44345 -0.89615 -3.42407  0.00
H4 -0.11482 -3.09441 -0.62868  0.00
H5 -3.39504 1.10994 -3.40323  0.00
H6 -3.28150 3.54618 -3.34077  0.00
H7 -1.59351 4.67672 -1.93161  0.00
H8 -0.03220 3.35974 -0.58613  0.00
C12 -1.95997 0.14613 4.49112  0.00
C13 -0.91058 -0.91682 4.13618  0.00
C14 -1.53946 -2.31683 4.11281  0.00
C15 0.27131 -0.86460 5.11307  0.00
C16 -0.40770 -0.62168 2.78511  0.02
N2 -0.02361 -0.39586 1.72955  0.01
H9 -2.34747 -0.06810 5.48698  0.00
H10 -2.79141 0.13165 3.78718  0.00
H11 -1.52392 1.14462 4.49849  0.00
H12 -1.91767 -2.54503 5.10914  0.00
H13 -0.80501 -3.07494 3.84192  0.00
H14 -2.37094 -2.36370 3.41012  0.00
H15 -0.09863 -1.07318 6.11675  0.00
H16 0.73715 0.12043 5.11722  0.00
H17 1.02493 -1.61062 4.86234  0.00
C17 2.61518 1.49248 -2.84280  0.00
As1 3.37363 0.58580 -1.33913  0.02
C18 3.95000 1.87942 -0.05144  0.00
C19 4.87789 -0.45137 -1.89489  0.00
O1 2.24034 -0.44579 -0.65641  0.07
H18 3.34453 2.16822 -3.28688  0.00
H19 1.73611 2.04412 -2.50939  0.00
H20 2.30598 0.74544 -3.57194  0.00
H21 4.71420 2.52202 -0.48642  0.00
H22 4.35386 1.35635 0.81310  0.00
H23 3.09458 2.48162 0.24995  0.00
H24 5.63846 0.19936 -2.32366  0.00
H25 4.54760 -1.17522 -2.63689  0.00
H26 5.28043 -0.97353 -1.02940  0.00

Atomic forces in eV per Å
0.01 -0.01 0.00
0.00 0.00 0.00
0.00 0.00 0.00
0.00 0.00 0.00
0.01 -0.01 -0.01
-0.02 0.05 -0.06
0.00 -0.01 0.02
0.02 -0.01 0.02
0.01 0.00 0.00
0.00 0.00 0.00
-0.01 0.00 -0.01
0.02 0.01 0.01
-0.05 0.02 -0.01
0.00 0.00 0.00
0.00 0.00 0.00
0.00 -0.01 0.00
0.00 0.00 0.00
0.00 0.00 0.00
0.00 0.00 0.00
0.01 0.00 0.01
0.00 -0.01 0.00
0.00 0.00 0.00
-0.02 0.01 0.00
0.00 0.00 0.00
0.00 0.00 0.00
0.02 0.00 0.01
-0.01 -0.07 0.02
0.00 0.00 0.00
0.00 0.00 0.00
0.00 0.00 0.00
0.00 0.00 0.00
0.00 0.00 0.00
0.00 0.00 0.00
0.00 0.00 0.00
0.00 0.00 0.00
0.00 0.00 0.00
0.01 0.00 -0.01
-0.01 0.02 -0.10
0.01 0.00 -0.02
0.00 0.02 0.00
0.00 0.00 0.13
0.00 0.00 0.00
0.01 0.01 0.01
0.02 0.00 -0.01
0.00 0.00 0.00
0.00 0.00 0.00
-0.01 0.00 -0.01
0.00 -0.01 0.00
-0.01 0.00 0.00
0.00 0.00 0.00

=====

No. 4
Formula: C19H26BF4NP2Tc
Source: the OMol25 dataset
Level of theory: wB97M-V/def2-TZVPD

The expectation value of S² is 3.849. As for the charge: +2. The electronic energy comes out at -1981.82487 a.u. The HOMO energy (alpha / beta) is -14.63 / -14.87 eV. The value obtained for the lowest unoccupied orbital energy (alpha / beta) is -0.28762 / -0.31561 hartree. Its spin multiplicity is 4. The strongest force on any atom is 1.88 eV/A.

Each line ends with the Mulliken spin population.
Element x y z (Å)
Tc1 0.65501 1.21644 -0.14136  2.71
C1 3.79541 -0.35626 -1.19196  0.00
P1 3.08391 0.92514 -0.12006  -0.06
C2 4.00351 2.43134 -0.55696  0.02
C3 3.59841 0.50844 1.61294  0.01
C4 2.62511 1.10174 2.63294  0.00
P2 0.89761 0.62074 2.17754  -0.06
C5 0.72371 -1.06976 2.84464  0.02
C6 -0.17989 1.57984 3.28194  0.00
H1 4.87281 -0.43436 -1.04676  0.00
H2 3.60291 -0.08586 -2.22916  0.00
H3 3.33141 -1.31836 -0.99256  0.00
H4 5.07151 2.24044 -0.43316  0.00
H5 3.71851 3.27674 0.06864  0.00
H6 3.79231 2.68014 -1.59746  0.00
H7 4.62101 0.86134 1.77584  0.00
H8 3.61111 -0.58026 1.70514  0.00
H9 2.68741 2.19474 2.65084  0.00
H10 2.85781 0.74884 3.64154  0.00
H11 0.87591 -1.02666 3.92484  0.00
H12 1.43991 -1.76086 2.40274  0.00
H13 -0.28839 -1.41706 2.63674  0.00
H14 0.14781 1.47394 4.31654  0.00
H15 -1.18939 1.17564 3.18874  0.01
H16 -0.18859 2.63434 3.00524  0.00
N1 -0.78749 0.16904 -0.38056  -0.11
C7 -1.64419 -0.68876 -0.77166  0.13
C8 -3.07579 -0.37816 -0.76216  0.00
C9 -3.52149 0.93984 -0.94866  0.03
C10 -4.87559 1.21034 -0.98656  -0.01
C11 -5.80009 0.18674 -0.79786  0.04
C12 -5.36539 -1.10826 -0.54156  -0.02
C13 -4.01439 -1.39746 -0.52746  0.03
C14 -1.18149 -1.99306 -1.25686  0.03
C15 -1.90089 -2.65916 -2.25586  0.02
C16 -1.41599 -3.84746 -2.76956  -0.02
C17 -0.23669 -4.39556 -2.28176  0.04
C18 0.49861 -3.71516 -1.31576  -0.01
C19 0.03731 -2.51826 -0.81126  0.02
H17 -2.79939 1.72984 -1.11956  0.00
H18 -5.22209 2.21764 -1.16626  0.00
H19 -6.85619 0.40174 -0.84506  0.00
H20 -6.08169 -1.89156 -0.34946  0.00
H21 -3.67609 -2.39546 -0.29506  0.00
H22 -2.79849 -2.20996 -2.65276  0.00
H23 -1.95169 -4.33956 -3.56616  0.00
H24 0.11331 -5.34786 -2.65066  0.00
H25 1.42981 -4.12636 -0.95836  0.00
H26 0.58481 -1.98926 -0.03956  0.02
F1 -0.51649 5.15294 -1.17726  0.00
B1 0.41041 4.60634 -0.48076  0.01
F2 0.08551 3.73534 0.47664  0.00
F3 1.68151 4.81544 -0.62726  0.00
F4 0.71351 2.21594 -1.69816  0.14

Atomic forces in eV per Å
-0.92 -0.75 0.08
-0.34 0.09 -0.05
1.41 -0.18 0.38
-0.22 0.02 0.00
-0.15 0.01 -0.25
-0.17 0.01 -0.21
0.55 0.01 1.80
-0.10 0.14 -0.45
-0.12 0.00 -0.31
0.00 0.10 0.12
-0.01 -0.01 -0.07
-0.03 -0.11 0.01
-0.05 -0.05 -0.02
-0.03 -0.01 -0.01
0.01 0.04 0.02
-0.09 -0.04 -0.04
0.06 -0.02 -0.08
-0.05 -0.04 -0.02
-0.10 0.03 -0.05
0.01 0.03 -0.07
-0.02 -0.02 -0.01
0.02 -0.11 0.03
0.06 -0.03 -0.04
-0.03 0.11 0.04
-0.02 -0.03 0.03
0.46 1.36 0.71
-0.71 -1.37 -0.57
-0.17 0.35 0.23
0.12 -0.11 -0.09
-0.01 0.02 0.02
0.24 -0.02 0.01
0.02 0.05 -0.01
0.17 0.15 0.05
0.20 -0.05 -0.10
0.18 0.15 0.06
0.03 -0.11 -0.02
-0.09 0.18 0.03
0.06 -0.03 0.08
-0.18 0.05 -0.03
-0.05 0.00 -0.01
0.02 0.04 -0.03
-0.10 0.02 0.03
-0.06 -0.07 0.00
-0.01 -0.10 -0.05
-0.05 -0.07 -0.06
-0.08 -0.09 -0.02
0.05 -0.02 -0.10
0.06 -0.10 0.06
0.07 -0.07 0.02
-0.56 0.42 -0.45
0.20 -0.06 -0.14
-0.32 -0.85 0.78
0.79 0.33 -0.23
0.09 0.83 -1.01